# 1
Entry from OMol25: a molecular structure, C35H95MnN8O9 at a distorted geometry (ωB97M-V/def2-TZVPD).

Output
**Spin multiplicity**: 6
**Relative energy (zero: lowest compared OMol25 entry of this formula, charge and spin)**: 65.19 kJ/mol
**E_LUMO (alpha / beta)**: -2.9 / -3.3 eV
**Charge**: +1
**M**: 827.130 g mol⁻¹
**HOMO-LUMO gap (alpha / beta)**: 7.000 / 6.651 eV

Last column: Löwdin charge in e.
CARTESIAN COORDINATES (ANGSTROEM)
H -11.432470 -11.062806 -11.686343  0.07
H -12.586239 -16.223560 -9.723816  0.07
H -14.339324 -13.212546 -10.986284  0.07
H -18.602358 -10.816179 -11.078055  0.07
H -10.521062 -24.687549 -14.432942  0.09
N -12.336459 -24.690687 -12.365178  0.04
C -15.969795 -19.559713 -13.199465  -0.42
H -11.298865 -11.258486 -14.801019  0.14
O -11.369854 -21.652372 -14.272607  -0.21
C -14.621341 -19.008749 -13.684265  -0.24
H -13.877886 -7.478251 -10.005169  0.14
H -16.827226 -19.504941 -15.171797  0.08
O -7.789414 -16.620395 -12.152409  -0.30
H -9.284578 -12.377705 -14.744415  0.06
C -10.581559 -18.820970 -7.347415  -0.44
H -13.438667 -9.803524 -9.137970  0.13
O -13.504275 -12.136510 -16.139742  -0.15
C -11.247458 -16.854582 -12.775746  -0.04
H -6.223222 -15.386955 -14.944697  0.10
H -8.866555 -16.540686 -10.444261  0.08
H -8.664072 -13.685301 -8.707437  0.10
C -13.181987 -18.712315 -15.501223  -0.10
C -16.143455 -12.744959 -12.521128  -0.22
H -13.207842 -17.899518 -10.225518  0.09
H -17.224182 -19.073597 -11.748081  0.07
C -11.733195 -10.557055 -10.763788  -0.13
N -5.610523 -14.533278 -12.195569  0.02
C -12.319898 -12.825192 -15.883927  -0.24
H -3.784352 -13.465169 -10.568760  0.09
H -12.584888 -23.171225 -14.592905  0.13
H -13.198883 -14.997506 -12.572918  0.08
H -6.673068 -18.859592 -15.233130  0.09
H -8.444151 -17.162438 -14.584580  0.14
H -15.863431 -20.638273 -13.045664  0.13
H -10.990903 -23.111650 -11.921025  0.13
H -5.914296 -17.308706 -12.788848  0.13
H -15.609268 -13.334875 -9.702929  0.09
H -14.929781 -13.437379 -16.886386  0.09
C -13.109377 -17.141429 -9.444547  -0.10
H -10.926179 -17.208441 -11.795016  0.06
C -8.838632 -13.551791 -9.775796  -0.05
H -12.367936 -19.250820 -15.007010  0.07
C -11.123848 -15.360751 -13.072260  -0.57
Mn -7.799576 -14.609183 -12.840715  0.96
H -17.136136 -18.096352 -14.157791  0.09
C -10.715085 -11.177011 -16.878455  -0.07
H -12.985506 -22.262224 -13.157317  0.12
H -10.663479 -17.436626 -13.497863  0.06
H -10.538032 -18.026329 -6.590602  0.14
H -9.430810 -20.184973 -8.575601  0.08
O -12.676861 -9.551341 -11.040046  -0.17
C -15.217923 -13.758290 -10.632327  -0.11
H -7.656456 -15.311152 -15.523643  0.12
C -9.258066 -19.427393 -7.809571  -0.07
H -14.573589 -13.594577 -15.112819  0.08
C -5.504384 -14.770785 -10.737683  -0.40
O -9.882830 -14.788456 -12.822674  -0.33
H -16.500228 -9.056056 -9.689021  0.07
H -8.567219 -18.738641 -8.312357  0.06
H -13.114116 -18.847216 -16.579083  0.09
H -3.380513 -15.139612 -10.743318  0.09
H -6.311074 -12.804761 -10.198613  0.15
H -14.518194 -17.951312 -13.401960  0.11
H -7.239933 -18.489965 -12.886819  0.14
C -4.099047 -14.466446 -10.264759  -0.04
H -12.247854 -19.553028 -6.429989  0.08
C -6.555283 -17.793980 -15.437507  -0.04
O -12.477220 -17.590217 -8.259058  -0.17
C -14.562630 -8.303066 -10.237382  -0.42
O -16.203959 -13.845427 -11.635795  -0.16
O -7.819784 -14.176609 -10.558912  -0.27
H -10.691032 -11.868579 -17.722613  0.08
H -16.326687 -9.529415 -12.226541  0.03
H -9.718373 -25.002358 -12.827525  0.08
H -9.803038 -10.581168 -16.863357  0.07
H -12.046159 -11.300679 -10.028183  0.08
H -5.356638 -13.549710 -12.333297  0.11
H -10.786280 -10.158057 -10.373762  0.08
H -15.807704 -10.388086 -13.449473  0.06
C -10.638537 -20.871592 -13.344877  -0.13
H -18.457016 -12.586963 -11.059818  0.08
H -11.427274 -15.159322 -14.110518  0.11
H -9.774325 -14.045099 -10.037109  0.09
H -8.750470 -18.196735 -11.121477  0.10
C -17.085531 -19.187344 -14.162429  -0.05
H -12.300420 -17.090831 -12.936245  0.06
H -12.375750 -13.472998 -14.996319  0.09
H -16.232513 -7.307358 -9.299213  0.08
H -14.147227 -16.851432 -9.269021  0.09
H -12.166021 -25.086114 -11.451563  0.07
H -16.736350 -12.951942 -13.416390  0.13
N -16.221128 -18.936402 -11.876168  0.03
C -11.271999 -18.243618 -8.570553  -0.24
C -14.660269 -12.911133 -15.964725  -0.10
H -14.478849 -10.419543 -10.438656  0.11
N -16.601422 -10.330442 -12.816735  0.05
N -7.189154 -15.525706 -14.639204  0.00
H -9.972393 -21.439870 -12.693134  0.07
H -14.852820 -14.744152 -10.336220  0.07
H -12.297814 -25.449228 -13.036129  0.08
H -5.763541 -15.820538 -10.588035  0.13
N -9.963594 -12.846149 -15.340737  0.03
N -11.349325 -19.915167 -6.752137  0.03
C -12.147317 -22.708491 -13.708118  -0.19
C -11.115842 -11.960385 -15.621472  -0.42
O -14.429296 -19.179984 -15.058185  -0.17
C -13.794066 -9.614328 -10.153840  -0.19
H -12.065082 -14.628784 -11.222095  0.06
H -6.900812 -17.575369 -16.447965  0.09
H -10.563057 -17.578647 -9.084937  0.11
H -14.199949 -8.300660 -12.220711  0.08
H -12.043111 -13.525800 -16.684082  0.14
N -15.004683 -8.110419 -11.626131  0.03
H -11.495162 -10.452268 -17.140677  0.08
H -13.856940 -19.510146 -13.065971  0.11
C -6.979726 -17.437512 -13.003323  -0.15
H -11.500662 -19.080312 -9.247004  0.13
H -10.931348 -20.147166 -5.852450  0.08
C -8.227419 -17.253859 -10.956349  -0.07
H -16.375867 -11.275921 -10.927358  0.10
H -5.483123 -17.592603 -15.384145  0.09
C -7.377773 -17.010316 -14.425066  -0.36
C -18.242915 -11.689126 -11.636564  -0.07
H -18.059467 -19.624765 -13.943120  0.08
C -6.508900 -13.874073 -10.053292  -0.16
H -13.103249 -17.633289 -15.313099  0.08
H -9.433654 -23.532686 -13.821947  0.07
H -15.850795 -19.510094 -11.122067  0.07
H -8.682048 -19.846227 -6.984948  0.08
C -12.214988 -14.606986 -12.305814  -0.07
H -6.523670 -14.066338 -8.977517  0.14
H -10.029451 -20.189077 -13.938622  0.08
H -3.941105 -14.597345 -9.194606  0.10
H -15.123959 -12.561002 -12.881505  0.11
H -15.587430 -8.547973 -8.295597  0.08
C -11.386479 -23.666710 -12.773438  -0.45
H -8.921084 -12.493321 -10.031692  0.10
C -15.791837 -8.303210 -9.342381  -0.05
H -4.812048 -15.012516 -12.611144  0.11
H -15.508185 -12.265006 -15.724416  0.09
H -18.879058 -11.594292 -12.521289  0.08
H -10.265775 -13.560814 -14.666909  0.02
C -16.759763 -11.487824 -11.935118  -0.46
H -12.184838 -13.538980 -12.543581  0.06
C -10.172520 -24.263413 -13.485569  -0.06
H -15.259851 -7.156232 -11.853003  0.09
H -11.369461 -20.291977 -12.768965  0.08
H -7.390518 -17.483410 -10.286791  0.09

Forces on the atoms, in the same order (eV/Å):
H -0.35 -0.13 -0.06
H 0.02 -0.20 -0.78
H -0.05 0.24 0.10
H 0.21 -0.16 0.35
H 0.06 -0.49 0.20
N -0.14 0.00 0.00
C 0.40 0.21 0.21
H -0.22 -0.11 0.07
O 0.86 -0.34 0.06
C 0.10 0.07 0.72
H 0.04 -0.17 0.55
H 0.05 0.04 0.01
O 0.58 -1.27 0.36
H -0.04 0.56 -0.42
C -0.24 -0.02 0.02
H -0.11 0.16 0.12
O 0.43 0.56 0.34
C 0.20 -0.09 -0.91
H 0.11 -0.01 0.48
H -0.15 -0.08 -0.11
H 0.21 0.02 -0.04
C -0.08 0.29 0.04
C -0.51 0.44 -0.25
H 0.64 -0.02 -0.11
H 0.05 0.47 0.19
C 1.02 -0.20 -0.32
N 0.45 0.74 -0.05
C 0.55 -1.13 0.40
H -0.18 0.12 0.22
H 0.13 -0.53 0.21
H -0.09 0.05 0.21
H -0.06 -0.04 -0.26
H -0.01 -0.27 0.29
H -0.15 -0.10 -0.50
H -0.50 -0.04 0.27
H 0.03 0.07 -0.04
H -0.01 0.41 -0.12
H 0.17 -0.26 0.13
C -0.48 0.70 0.43
H -0.16 0.51 0.23
C -0.69 -0.10 -0.36
H 0.09 0.05 -0.03
C -0.32 0.82 0.73
Mn -2.76 -0.13 0.87
H -0.30 0.00 -0.08
C -1.26 0.55 -0.51
H 0.00 -0.09 0.17
H -0.06 -0.02 -0.08
H 0.79 0.23 -0.31
H -0.28 -0.29 0.33
O -0.14 -0.34 0.46
C 0.13 -0.30 0.45
H -0.53 0.17 0.38
C 0.65 0.52 -0.15
H 0.16 -0.18 -0.19
C 0.07 0.41 0.00
O 1.96 0.31 0.07
H -0.18 0.22 -0.17
H -0.25 0.42 0.26
H -0.09 -0.22 0.02
H -0.12 -0.08 -0.02
H 0.24 -0.04 -0.10
H -0.38 0.15 -0.16
H 0.01 -0.02 0.11
C 0.70 -0.33 -0.10
H -0.09 0.00 -0.52
C -0.33 -0.28 -0.01
O -0.20 -0.41 0.06
C 0.05 0.52 -0.24
O 0.42 -0.10 -0.31
O 0.66 0.21 0.05
H 0.31 -0.06 0.04
H -0.36 -0.23 -0.52
H 0.17 -0.13 -0.27
H 0.24 -0.37 0.46
H -0.41 -0.03 -0.14
H 0.00 -0.06 -0.01
H -0.21 0.42 0.12
H -0.01 -0.47 0.04
C -0.76 0.11 -0.49
H 0.03 -0.07 -0.09
H 0.23 -0.61 -0.35
H 0.03 0.07 -0.11
H -0.16 0.14 -0.40
C 0.42 0.01 -0.24
H 0.05 -0.40 0.14
H -0.62 0.08 0.13
H -0.26 -0.11 -0.32
H 0.09 -0.04 0.59
H 0.17 0.11 0.02
H -0.03 -0.48 0.07
N -0.83 -0.43 0.00
C -0.18 -0.63 -0.04
C -0.70 -0.06 0.03
H 0.12 -0.20 -0.09
N 0.32 0.52 0.46
N 0.60 -0.65 -1.25
H -0.08 -0.11 0.05
H -0.25 -0.25 -0.37
H -0.16 -0.05 0.07
H -0.05 0.08 0.23
N -0.28 -0.96 1.17
N -0.73 -0.04 0.54
C -0.13 0.93 0.30
C 1.40 1.23 -1.02
O -0.11 -0.48 -0.15
C -0.21 0.46 -0.16
H -0.06 -0.38 0.01
H 0.07 -0.15 -0.03
H -0.10 0.20 0.00
H -0.14 -0.06 -0.05
H -0.17 0.10 -0.32
N 0.49 -0.32 -0.49
H -0.08 -0.09 0.13
H 0.29 -0.16 -0.35
C -1.14 0.61 -0.64
H 0.14 -0.02 -0.10
H 0.34 -0.23 -0.27
C 0.17 0.19 0.71
H 0.70 -0.15 -0.15
H -0.03 0.22 0.12
C 1.10 0.10 -0.36
C -0.68 0.87 -0.11
H 0.05 0.06 0.36
C -0.77 -0.35 0.29
H 0.17 0.01 0.14
H 0.03 0.15 0.40
H 0.36 0.02 -0.18
H -0.18 -0.22 0.01
C 0.18 0.42 0.23
H 0.20 0.01 0.01
H -0.02 0.08 0.01
H -0.23 0.14 0.03
H 0.22 -0.02 0.26
H 0.34 -0.05 -0.08
C 0.36 0.16 -0.89
H 0.08 0.03 0.14
C 0.26 -0.06 0.61
H -0.34 -0.18 -0.30
H 0.21 0.25 -0.12
H 0.32 -0.63 -0.27
H -0.02 -0.04 -0.29
C -0.59 0.14 0.31
H -0.01 -0.04 -0.28
C -0.26 0.20 -0.47
H -0.13 0.06 0.43
H 0.29 0.12 0.38
H 0.16 0.09 -0.14



# 2
Entry from OMol25: 11 unconnected molecules or ions with the total composition C7H32O11 at a distorted geometry (ωB97M-V/def2-TZVPD).

Output
**SMILES**: C=C/C=C/CCCO.O.O.O.O.O.O.O.O.O.O
**Relative energy (zero: lowest compared OMol25 entry of this formula, charge and spin)**: 297.20 kJ/mol
**E_LUMO**: -0.1 eV
**Charge**: 0
**M**: 292.322 g mol⁻¹
**HOMO-LUMO gap**: 9.222 eV

Last column: Löwdin charge in e.
CARTESIAN COORDINATES (ANGSTROEM)
C -1.122082 0.065607 2.030825  -0.12
H -0.186889 -3.605939 -1.107947  -0.01
H 1.714722 -4.881379 1.828250  0.03
H -0.875379 -0.633407 -1.966786  0.02
O 1.621885 3.804719 0.659010  -0.06
C -0.123060 -1.074975 1.921334  -0.19
O -0.284976 -4.013008 -0.233729  -0.06
H 1.396402 0.400957 -3.534413  0.02
H -1.775385 2.033018 4.737403  0.03
H -2.516007 4.491645 -2.282671  0.04
H 1.311697 -3.477766 2.233377  -0.01
H -2.481962 -0.894704 0.790830  0.11
H -0.919605 0.997757 5.482947  0.04
H -0.541621 -1.830616 1.253152  0.09
C 1.178590 0.457961 0.281478  -0.23
H 2.680717 -0.535484 -0.520373  0.09
C -3.395542 0.966197 1.369177  -0.17
O -1.529257 1.461340 -2.323241  -0.05
O -0.103071 -1.163483 -2.211182  -0.06
H 1.791386 -0.107121 2.321170  0.12
O 4.860328 -0.013114 -2.907581  -0.05
H 2.178298 3.651551 -0.112272  0.04
H -3.489205 1.025946 3.467794  0.05
H -0.764610 0.965838 2.524937  0.12
H -2.946050 3.837972 -0.987833  0.04
H 1.213807 1.470033 -4.560447  0.04
H 4.170837 0.610567 -3.127656  0.00
O 1.813845 1.218620 -3.850044  -0.06
C 1.248329 -0.524181 1.474507  -0.15
O -2.232011 4.360169 -1.371377  -0.05
O 1.723597 -4.274504 2.576626  -0.06
H 1.310429 4.708389 0.546053  0.04
H -1.188701 -4.340041 -0.177534  0.05
H -1.358383 1.963992 -1.520854  0.03
O -1.827867 1.242173 5.283105  -0.06
H 0.572353 -0.858113 -1.581964  0.00
C -3.800119 1.467675 2.528456  0.01
H -1.784248 2.067061 -3.022618  0.04
H -0.000810 -1.496468 2.919184  0.11
H 4.752016 -0.035260 -1.948372  0.02
H -3.779066 1.134621 0.367170  0.09
H 0.323954 -3.155473 -3.444651  0.03
H 1.788881 -1.382815 1.054802  0.10
O 0.299922 -4.032063 -3.052030  -0.06
H 1.522989 1.430946 0.635304  0.09
C -2.254238 0.016824 1.341301  -0.14
H 1.072962 -4.224533 -2.519688  0.04
H -4.538449 2.243001 2.726893  0.06
O 2.000637 0.077232 -0.818606  -0.09
H 0.133550 0.543385 -0.023567  0.09

Forces on the atoms, in the same order (eV/Å):
C 0.57 -0.47 -0.66
H -0.40 -0.13 -0.09
H -0.10 0.05 0.02
H 0.03 0.01 -0.39
O 0.06 0.08 -0.07
C -0.25 1.24 0.46
O 0.21 0.15 0.40
H 0.16 0.15 0.29
H 0.09 -0.02 0.02
H 0.06 0.15 0.03
H -0.15 0.02 -0.09
H 0.27 -0.04 -0.17
H 0.01 0.06 -0.01
H 0.32 -0.04 -0.01
C 0.33 0.34 1.42
H -0.06 0.04 0.12
C 1.32 -0.30 0.02
O -0.11 -0.65 0.11
O -0.11 -0.01 0.29
H 0.06 -0.02 -0.09
O 0.01 -0.10 0.66
H -0.01 -0.05 -0.01
H 0.65 -0.02 -0.16
H -0.37 -0.01 0.21
H 0.01 0.08 0.13
H 0.19 0.20 -0.06
H -0.49 0.35 -0.64
O -0.32 -0.38 -0.09
C -0.29 -0.78 -1.14
O -0.12 -0.20 -0.11
O 0.15 -0.06 0.00
H -0.06 -0.01 0.05
H 0.12 0.05 -0.19
H 0.00 0.43 -0.25
O -0.07 -0.02 0.07
H 0.22 -0.06 -0.34
C -0.83 0.32 0.65
H 0.10 0.19 0.25
H 0.00 -0.31 0.04
H 0.35 -0.20 -0.07
H -0.40 0.63 0.24
H 0.45 0.20 0.37
H 0.31 -0.05 0.52
O -0.70 -0.59 -0.13
H -0.29 0.10 -0.18
C -1.21 -0.35 0.37
H 0.34 0.39 -0.27
H -0.17 -0.14 -0.76
O -0.14 -0.27 -0.35
H 0.23 0.05 -0.41



# 3
Entry from OMol25: a single C2H7N3O molecule at a distorted geometry (ωB97M-V/def2-TZVPD).

Output
**SMILES**: CC/N=[N+](/N)[O-]
**Relative energy (zero: lowest compared OMol25 entry of this formula, charge and spin)**: 445.53 kJ/mol
**E_LUMO**: 0.9 eV
**Charge**: 0
**M**: 89.098 g mol⁻¹
**HOMO-LUMO gap**: 10.319 eV

Last column: Löwdin charge in e.
CARTESIAN COORDINATES (ANGSTROEM)
H -1.472876 0.666118 0.256055  0.12
H 0.245113 -2.133019 -2.386222  0.08
C 0.393207 1.578428 0.996871  -0.09
N 0.028764 -0.757517 0.396384  0.06
N -0.009244 -0.743810 -0.929809  -0.39
H 0.039487 2.334137 1.616591  0.04
H -0.958064 0.047524 1.853479  0.09
H 0.560284 -2.624912 -0.829477  0.05
N 0.490691 -1.929872 -1.468624  0.16
H 1.431272 1.185277 1.307858  0.11
C -0.600698 0.457528 0.942727  -0.30
H 0.337946 1.863420 -0.034910  0.06
O -0.485882 0.056698 -1.720922  0.00

Forces on the atoms, in the same order (eV/Å):
H 0.70 0.27 0.95
H -0.76 0.06 -1.59
C 1.30 -2.01 -0.54
N -0.08 0.59 -3.57
N 0.04 -2.30 2.60
H -0.32 1.54 1.10
H -0.43 0.32 1.24
H 0.14 -2.32 2.28
N 0.71 3.30 -0.22
H -1.65 0.81 -0.50
C -0.68 -1.73 -1.36
H 0.96 0.91 -0.49
O 0.07 0.56 0.10



# 4
Entry from OMol25: a single C4H10O2 molecule at a distorted geometry (ωB97M-V/def2-TZVPD).

Output
**SMILES**: C[C@@H](O)CCO
**Relative energy (zero: lowest compared OMol25 entry of this formula, charge and spin)**: 153.52 kJ/mol
**E_LUMO**: 0.8 eV
**Charge**: 0
**M**: 90.122 g mol⁻¹
**HOMO-LUMO gap**: 10.487 eV

Last column: Löwdin charge in e.
CARTESIAN COORDINATES (ANGSTROEM)
H 0.818974 -2.032467 -0.788196  0.12
H 1.255612 -0.063932 0.749576  0.15
H -0.826830 -0.658548 1.439957  0.06
H 1.033310 2.271285 1.504523  0.08
O -0.672430 0.301679 1.435561  -0.04
C 0.360143 0.526712 0.493920  -0.51
H -0.204665 2.581794 0.267058  0.09
H -1.011989 0.523474 -1.155005  0.13
C -0.196926 -1.616216 -0.745958  -0.20
C 0.689929 1.996768 0.505972  -0.05
H 0.639180 0.208785 -1.654742  0.13
H -1.693239 -2.558890 0.228255  0.10
C -0.079139 -0.000779 -0.833946  -0.15
H -0.786431 -1.472256 -1.619732  0.09
O -0.798528 -2.235250 0.396812  -0.08
H 1.473032 2.227842 -0.224054  0.08

Forces on the atoms, in the same order (eV/Å):
H -0.53 0.09 -0.62
H 0.03 0.21 0.29
H -0.07 0.27 0.06
H -0.01 0.15 -0.08
O 0.03 -0.14 0.33
C 0.42 0.25 0.02
H 0.12 -0.05 0.04
H 0.29 -0.73 0.39
C 0.33 2.43 -0.07
C 0.05 0.14 0.08
H -0.10 -0.31 0.53
H 0.27 0.25 -0.25
C 0.14 -0.42 0.60
H -0.68 -2.61 -1.20
O -0.21 0.45 -0.25
H -0.09 -0.02 0.13



Question: Which of these has the highest charge?
Answer: C35H95MnN8O9



Question: The lowest relative energy (zero: lowest compared OMol25 entry of this formula, charge and spin) belongs to which entry?
Answer: C35H95MnN8O9



Question: Among the records above, which one has the lowest M?
Answer: C2H7N3O